A single C4H5NOS molecule, computed with wB97M-V/def2-TZVPD.

Positions of all 12 atoms, in Å:
C  0.544  1.003  0.033
C  -0.477  0.439  -1.120
C  -1.140  -0.995  0.546
C  1.408  0.062  0.579
N  -1.074  -0.819  -0.664
O  0.450  2.142  0.448
S  2.031  -1.170  -0.246
H  -1.249  0.978  -1.596
H  0.063  0.137  -1.992
H  -1.470  -1.928  1.083
H  -0.852  -0.096  1.330
H  1.767  0.247  1.599

## Properties
Energy: -18598.590 eV
Orbital gap: 7.65 eV
Max |F|: 6.383 eV/A
SMILES: C=NCC(=O)C=S
Net charge: 0
ΔE to the lowest compared entry with this formula, charge and spin: 3.329 eV